i | Below is a cluster of 13 separate species, C26H78O13 in total, with properties calculated with the ωB97M-V functional and the def2-TZVPD basis.

The value obtained for the HOMO energy is -0.337 Ha. As for the multiplicity: 1. The net charge is 0. For the gap between HOMO and LUMO, the calculation gives 9.51 eV.

Last column: Mulliken charge in e.
CARTESIAN COORDINATES (ANGSTROEM)
C (-2.149, 4.684, -1.717)  -1.00
C (-0.600, 4.550, -1.807)  -0.13
O (-0.246, 3.978, -0.548)  -0.31
H (-2.539, 5.213, -2.594)  0.36
H (-2.390, 5.310, -0.860)  0.33
H (-2.630, 3.708, -1.651)  0.01
H (-0.252, 5.571, -1.932)  0.40
H (-0.419, 3.879, -2.648)  0.14
H (-0.649, 3.101, -0.535)  0.06
C (-4.031, 1.524, 0.612)  -0.24
C (-5.065, 1.187, 1.700)  -0.21
O (-4.558, 1.581, 2.974)  -0.55
H (-3.620, 2.526, 0.729)  0.29
H (-4.503, 1.465, -0.373)  0.30
H (-3.224, 0.794, 0.562)  -0.25
H (-5.328, 0.127, 1.691)  -0.11
H (-6.001, 1.691, 1.459)  0.42
H (-3.933, 0.894, 3.228)  0.32
C (-0.605, -0.484, 0.695)  -0.32
C (0.274, 0.064, -0.445)  0.97
O (-0.519, 0.874, -1.290)  0.15
H (-1.377, -1.159, 0.305)  0.05
H (-1.278, 0.284, 1.089)  -0.04
H (-0.190, -0.994, 1.565)  0.05
H (0.568, -0.837, -0.993)  -0.44
H (1.171, 0.508, -0.019)  -0.12
H (-1.388, 0.515, -1.527)  -0.13
C (-2.686, -4.186, -1.156)  -0.66
C (-1.779, -3.995, -2.326)  -0.54
O (-1.040, -2.760, -2.258)  -0.19
H (-3.555, -3.539, -1.303)  0.25
H (-2.301, -3.994, -0.158)  -0.19
H (-3.043, -5.218, -1.190)  0.45
H (-2.270, -4.196, -3.287)  0.36
H (-0.963, -4.719, -2.460)  0.50
H (-0.127, -2.894, -2.514)  0.08
C (-0.387, 1.937, 3.620)  -0.42
C (0.537, 1.817, 4.866)  -0.02
O (0.127, 0.623, 5.539)  -0.52
H (-1.416, 1.923, 3.986)  0.28
H (-0.254, 1.034, 3.025)  -0.25
H (-0.223, 2.819, 3.003)  0.32
H (0.456, 2.710, 5.482)  0.40
H (1.507, 1.626, 4.404)  -0.09
H (0.894, 0.193, 5.922)  0.31
C (4.182, 4.289, 1.040)  -1.48
C (2.746, 3.820, 0.986)  1.39
O (1.793, 4.863, 0.983)  -0.64
H (4.364, 4.867, 1.947)  0.36
H (4.533, 4.907, 0.207)  0.38
H (4.931, 3.493, 1.018)  0.34
H (2.582, 3.272, 1.924)  -0.12
H (2.525, 3.115, 0.180)  -0.52
H (0.965, 4.540, 0.587)  0.48
C (2.643, 2.204, -2.584)  0.32
C (4.017, 2.848, -2.735)  -0.18
O (4.964, 1.756, -2.681)  -0.50
H (1.841, 2.930, -2.709)  0.10
H (2.488, 1.783, -1.586)  -0.50
H (2.566, 1.302, -3.190)  0.05
H (4.228, 3.535, -1.914)  -0.02
H (4.214, 3.282, -3.716)  0.44
H (5.616, 1.827, -3.379)  0.24
C (-0.310, -4.600, 2.128)  -0.80
C (-0.149, -3.644, 3.273)  0.26
O (-1.329, -2.930, 3.616)  -0.45
H (0.563, -5.240, 1.976)  0.42
H (-0.422, -4.166, 1.127)  -0.11
H (-1.198, -5.237, 2.150)  0.35
H (0.656, -2.918, 3.154)  -0.40
H (0.094, -4.193, 4.191)  0.49
H (-1.814, -3.418, 4.284)  0.27
C (-4.184, -2.422, 1.769)  -0.49
C (-5.338, -2.554, 2.770)  -0.68
O (-6.202, -3.605, 2.393)  -0.54
H (-3.695, -3.396, 1.774)  0.28
H (-3.436, -1.677, 2.055)  0.01
H (-4.459, -2.098, 0.762)  0.47
H (-5.924, -1.636, 2.903)  0.30
H (-4.891, -2.701, 3.755)  0.33
H (-6.565, -3.324, 1.546)  0.31
C (2.610, -0.888, 2.934)  0.21
C (3.807, -0.767, 3.863)  -0.66
O (3.910, 0.609, 4.252)  -0.55
H (2.553, -1.873, 2.459)  0.41
H (2.765, -0.363, 1.983)  -0.10
H (1.676, -0.472, 3.307)  -0.10
H (4.707, -1.051, 3.320)  0.16
H (3.679, -1.402, 4.741)  0.34
H (3.546, 0.735, 5.131)  0.30
C (-3.421, 1.386, -3.926)  -0.88
C (-2.866, -0.024, -3.765)  -0.02
O (-2.960, -0.406, -2.393)  -0.42
H (-4.503, 1.417, -3.799)  0.34
H (-3.156, 1.710, -4.932)  0.39
H (-3.049, 2.057, -3.152)  -0.07
H (-1.860, -0.216, -4.152)  0.07
H (-3.490, -0.774, -4.274)  0.44
H (-2.606, -1.301, -2.327)  0.00
C (1.719, -2.755, -5.298)  -1.22
C (1.702, -1.350, -4.741)  0.60
O (2.841, -0.554, -5.070)  -0.59
H (2.340, -3.436, -4.713)  0.33
H (1.860, -2.756, -6.375)  0.33
H (0.715, -3.165, -5.125)  0.29
H (1.432, -1.287, -3.683)  -0.25
H (0.907, -0.820, -5.274)  0.20
H (3.543, -0.676, -4.420)  0.31
C (5.297, -1.292, -0.034)  -1.24
C (3.923, -1.220, -0.657)  0.67
O (3.855, -0.909, -2.019)  -0.51
H (5.845, -2.089, -0.540)  0.35
H (5.306, -1.509, 1.035)  0.28
H (5.850, -0.357, -0.151)  0.32
H (3.218, -0.515, -0.199)  -0.45
H (3.458, -2.204, -0.544)  0.29
H (4.255, -0.093, -2.338)  0.21

ii | Below is a cluster of 13 separate species, C26H78O13 in total, with properties calculated with the ωB97M-V functional and the def2-TZVPD basis.

The value obtained for the HOMO energy is -0.361 Ha. As for the multiplicity: 1. The net charge is 0. For the gap between HOMO and LUMO, the calculation gives 10.32 eV.

Last column: Mulliken charge in e.
CARTESIAN COORDINATES (ANGSTROEM)
C (-3.621, -3.465, 2.350)  -0.77
C (-3.841, -2.950, 0.937)  0.55
O (-2.650, -2.929, 0.070)  -0.36
H (-4.561, -3.366, 2.893)  0.37
H (-2.871, -2.803, 2.781)  -0.14
H (-3.288, -4.496, 2.463)  0.34
H (-4.150, -1.905, 0.948)  -0.36
H (-4.748, -3.438, 0.581)  0.30
H (-2.839, -2.203, -0.529)  0.16
C (4.720, 0.954, 3.660)  -1.08
C (4.240, -0.370, 3.991)  0.17
O (3.075, -0.187, 4.760)  -0.61
H (4.969, 1.514, 4.562)  0.32
H (3.904, 1.531, 3.226)  0.16
H (5.643, 0.980, 3.081)  0.38
H (4.890, -1.069, 4.516)  0.39
H (4.093, -0.827, 3.012)  -0.23
H (2.403, -0.313, 4.086)  0.22
C (-1.719, 4.946, -3.790)  -0.96
C (-0.278, 4.447, -3.433)  -0.27
O (-0.486, 3.263, -2.753)  -0.16
H (-2.019, 4.187, -4.513)  0.22
H (-1.727, 5.917, -4.285)  0.38
H (-2.321, 5.086, -2.892)  0.15
H (0.084, 5.143, -2.676)  0.34
H (0.420, 4.299, -4.257)  0.29
H (0.195, 3.170, -2.083)  0.09
C (3.791, 2.222, -1.592)  -0.76
C (3.344, 3.609, -1.066)  -0.37
O (1.924, 3.307, -0.865)  -0.29
H (3.564, 2.106, -2.652)  0.30
H (3.452, 1.388, -0.978)  -0.01
H (4.876, 2.198, -1.689)  0.50
H (3.390, 4.497, -1.697)  0.31
H (3.780, 3.896, -0.109)  0.22
H (1.952, 2.623, -0.193)  -0.04
C (-0.757, 0.230, -0.589)  0.85
C (0.720, -0.172, -0.452)  -0.09
O (1.274, 0.486, 0.650)  -0.04
H (-1.190, -0.321, -1.424)  -0.09
H (-0.910, 1.306, -0.671)  -0.54
H (-1.320, -0.111, 0.280)  -0.08
H (1.171, 0.219, -1.364)  0.27
H (0.847, -1.255, -0.472)  -0.36
H (1.323, -0.051, 1.444)  0.03
C (-4.407, 2.925, -0.510)  -1.06
C (-3.988, 1.510, -0.758)  1.58
O (-5.014, 0.559, -0.465)  -0.70
H (-4.600, 3.080, 0.551)  0.20
H (-5.343, 3.162, -1.015)  0.37
H (-3.704, 3.684, -0.854)  0.13
H (-3.141, 1.287, -0.110)  -0.78
H (-3.661, 1.344, -1.784)  -0.10
H (-4.826, 0.232, 0.417)  0.23
C (3.834, -4.809, 2.407)  -1.32
C (3.952, -3.630, 1.414)  0.45
O (2.848, -3.675, 0.613)  -0.41
H (3.038, -4.577, 3.116)  0.24
H (4.778, -4.850, 2.950)  0.39
H (3.609, -5.775, 1.955)  0.34
H (4.854, -3.705, 0.807)  0.45
H (3.999, -2.712, 2.000)  -0.29
H (3.003, -3.031, -0.082)  0.18
C (-3.144, 0.455, 4.224)  -0.85
C (-3.861, 0.983, 3.040)  0.44
O (-4.828, 0.012, 2.604)  -0.52
H (-2.912, -0.610, 4.207)  0.08
H (-3.715, 0.702, 5.118)  0.37
H (-2.210, 1.015, 4.192)  0.19
H (-3.178, 1.028, 2.191)  -0.47
H (-4.473, 1.877, 3.163)  0.53
H (-5.665, 0.262, 3.000)  0.25
C (0.507, -3.968, -1.553)  -0.25
C (-0.776, -4.039, -2.351)  -0.05
O (-0.588, -4.609, -3.599)  -0.61
H (0.959, -4.957, -1.618)  0.44
H (0.299, -3.684, -0.521)  0.11
H (1.196, -3.191, -1.884)  -0.19
H (-1.148, -3.059, -2.651)  -0.02
H (-1.585, -4.574, -1.853)  0.21
H (-0.919, -4.010, -4.272)  0.36
C (4.909, -1.712, -3.606)  -1.47
C (4.034, -2.568, -2.687)  -0.08
O (3.378, -1.700, -1.772)  -0.10
H (5.384, -2.302, -4.389)  0.39
H (5.634, -1.114, -3.052)  0.41
H (4.175, -1.125, -4.157)  0.35
H (4.775, -3.198, -2.195)  0.25
H (3.237, -2.967, -3.315)  0.30
H (3.904, -0.919, -1.586)  0.11
C (-1.872, 0.651, -4.523)  -0.09
C (-3.229, 0.223, -5.114)  -0.43
O (-3.555, -1.103, -4.918)  -0.55
H (-1.633, 1.707, -4.651)  0.09
H (-1.051, -0.021, -4.774)  0.40
H (-1.850, 0.376, -3.469)  -0.39
H (-3.387, 0.429, -6.172)  0.38
H (-3.970, 0.814, -4.575)  0.23
H (-3.815, -1.102, -3.993)  0.33
C (-0.020, -1.073, 4.359)  -1.31
C (0.289, -1.982, 3.157)  -0.13
O (1.549, -1.463, 2.558)  0.25
H (0.751, -1.068, 5.129)  0.39
H (-0.889, -1.627, 4.714)  0.47
H (-0.270, -0.072, 4.007)  0.15
H (-0.407, -2.294, 2.378)  0.26
H (0.472, -2.976, 3.566)  0.34
H (1.776, -2.121, 1.897)  -0.16
C (-0.227, 3.787, 2.088)  -0.78
C (-1.043, 4.266, 0.903)  0.63
O (-0.716, 5.659, 0.662)  -0.63
H (-0.155, 4.401, 2.986)  0.45
H (0.760, 3.623, 1.656)  0.08
H (-0.626, 2.837, 2.444)  -0.06
H (-2.099, 4.248, 1.174)  0.40
H (-0.983, 3.591, 0.050)  -0.40
H (-1.165, 5.947, -0.137)  0.31

iii | Below is a structure of composition C26H78O13, with properties calculated with the ωB97M-V functional and the def2-TZVPD basis.

The value obtained for the HOMO energy is -0.277 Ha. As for the multiplicity: 1. The net charge is 0. For the gap between HOMO and LUMO, the calculation gives 7.52 eV.

Last column: Mulliken charge in e.
CARTESIAN COORDINATES (ANGSTROEM)
C (17.269, 25.443, 2.404)  -0.69
C (16.911, 26.481, 3.502)  0.09
O (18.047, 26.973, 4.204)  -0.73
H (16.489, 25.292, 1.658)  0.06
H (17.541, 24.498, 2.875)  -0.43
H (18.002, 25.823, 1.692)  0.59
H (16.340, 25.953, 4.265)  0.09
H (16.453, 27.366, 3.061)  0.57
H (18.088, 26.457, 5.012)  0.34
C (15.844, 23.646, 4.238)  2.30
C (17.150, 22.812, 4.407)  -1.26
O (16.649, 21.512, 4.240)  1.64
H (14.907, 23.261, 4.642)  -0.55
H (15.630, 23.854, 3.190)  -0.06
H (15.903, 24.638, 4.686)  0.86
H (17.608, 23.012, 5.375)  0.99
H (17.835, 23.068, 3.599)  0.25
H (15.992, 21.259, 4.892)  -1.90
C (14.741, 25.705, 7.699)  -1.74
C (16.136, 25.154, 7.410)  0.62
O (16.395, 25.547, 6.079)  -0.36
H (14.729, 26.633, 8.270)  0.37
H (14.065, 25.024, 8.216)  0.69
H (14.258, 25.928, 6.748)  0.22
H (16.089, 24.070, 7.311)  -1.01
H (16.890, 25.548, 8.091)  0.77
H (17.327, 25.366, 5.939)  0.11
C (21.455, 23.044, 4.159)  -1.40
C (20.118, 23.803, 4.198)  0.03
O (20.181, 24.180, 5.546)  -0.61
H (21.758, 22.920, 3.119)  0.39
H (21.363, 22.058, 4.615)  0.21
H (22.272, 23.648, 4.553)  0.50
H (19.251, 23.171, 4.008)  0.37
H (20.183, 24.721, 3.614)  0.39
H (21.109, 24.379, 5.694)  0.38
C (15.794, 17.663, 3.736)  -1.94
C (15.889, 19.170, 3.454)  0.68
O (16.768, 19.737, 4.446)  -0.71
H (15.172, 17.341, 4.571)  0.32
H (16.824, 17.313, 3.810)  0.37
H (15.396, 17.199, 2.833)  0.50
H (14.906, 19.641, 3.443)  0.36
H (16.370, 19.335, 2.490)  -0.22
H (16.183, 20.082, 5.124)  1.79
C (15.209, 21.256, 7.588)  -1.70
C (15.066, 21.800, 6.183)  1.01
O (15.274, 20.749, 5.237)  -0.26
H (14.352, 20.745, 8.026)  0.38
H (15.348, 22.144, 8.204)  0.35
H (16.110, 20.656, 7.720)  0.40
H (15.904, 22.494, 6.120)  -1.15
H (14.119, 22.290, 5.958)  -0.23
H (14.398, 20.419, 5.025)  0.52
C (19.967, 20.498, 2.442)  -1.77
C (18.960, 20.638, 3.529)  0.48
O (18.189, 21.805, 3.227)  -0.68
H (20.638, 19.659, 2.632)  0.34
H (20.480, 21.445, 2.272)  0.16
H (19.414, 20.335, 1.518)  0.42
H (19.432, 20.872, 4.483)  -0.80
H (18.374, 19.763, 3.810)  0.63
H (17.450, 21.903, 3.832)  -0.04
C (13.450, 24.500, 6.046)  -0.24
C (12.331, 24.201, 5.065)  -1.64
O (11.271, 23.710, 5.861)  -0.58
H (13.674, 23.599, 6.617)  0.21
H (13.240, 25.350, 6.695)  1.59
H (14.361, 24.804, 5.530)  1.59
H (12.618, 23.434, 4.346)  -1.01
H (12.045, 25.158, 4.628)  0.91
H (10.450, 24.097, 5.550)  0.45
C (17.825, 21.055, 6.626)  -0.78
C (19.026, 21.698, 5.908)  -0.22
O (19.575, 22.724, 6.709)  -0.85
H (17.238, 20.313, 6.085)  0.42
H (17.074, 21.818, 6.833)  -0.02
H (18.146, 20.501, 7.509)  0.37
H (18.626, 22.003, 4.941)  -1.12
H (19.872, 21.014, 5.831)  1.23
H (19.930, 23.396, 6.123)  0.91
C (14.985, 29.116, 5.460)  -1.57
C (15.674, 27.750, 5.680)  0.84
O (15.045, 26.734, 4.920)  -0.12
H (15.503, 29.925, 5.975)  0.38
H (13.937, 29.063, 5.755)  0.35
H (14.953, 29.438, 4.419)  0.33
H (15.451, 27.373, 6.678)  -0.20
H (16.750, 27.715, 5.510)  0.34
H (15.395, 25.896, 5.229)  -3.64
C (14.402, 24.205, 1.821)  -1.83
C (13.526, 24.831, 2.910)  -0.13
O (12.905, 25.886, 2.302)  -0.71
H (15.022, 23.365, 2.131)  -0.08
H (14.908, 25.016, 1.296)  0.58
H (13.750, 23.796, 1.049)  0.60
H (14.173, 25.065, 3.755)  1.79
H (12.735, 24.162, 3.249)  0.12
H (13.408, 26.666, 2.549)  0.60
C (15.684, 21.470, 1.579)  -0.41
C (17.004, 21.051, 0.974)  -1.16
O (17.992, 21.955, 1.174)  -0.68
H (15.852, 21.766, 2.614)  -0.75
H (14.931, 20.684, 1.515)  0.37
H (15.293, 22.360, 1.085)  0.34
H (16.909, 20.854, -0.094)  0.61
H (17.341, 20.119, 1.427)  0.36
H (18.341, 21.719, 2.037)  0.81
C (13.670, 21.842, 3.676)  1.62
C (12.875, 20.598, 3.413)  -1.77
O (13.407, 19.641, 4.347)  -0.51
H (13.687, 22.244, 4.689)  -0.21
H (13.315, 22.587, 2.964)  -0.74
H (14.726, 21.689, 3.453)  0.52
H (13.290, 20.377, 2.429)  0.37
H (11.786, 20.654, 3.385)  0.43
H (12.866, 19.631, 5.139)  0.58

iv | Below is a cluster of 13 separate species, C26H78O13 in total, with properties calculated with the ωB97M-V functional and the def2-TZVPD basis.

The value obtained for the HOMO energy is -0.345 Ha. As for the multiplicity: 1. The net charge is 0. For the gap between HOMO and LUMO, the calculation gives 9.52 eV.

Last column: Mulliken charge in e.
CARTESIAN COORDINATES (ANGSTROEM)
C (4.395, 0.831, 0.136)  -0.49
C (5.501, 1.539, -0.611)  -0.41
O (4.968, 2.242, -1.754)  -0.52
H (3.858, 0.167, -0.548)  -0.12
H (3.646, 1.527, 0.523)  0.07
H (4.816, 0.262, 0.961)  0.48
H (6.270, 0.835, -0.955)  0.36
H (6.058, 2.201, 0.065)  0.35
H (5.610, 2.906, -2.027)  0.25
C (2.004, -2.993, -5.700)  -1.56
C (2.471, -1.737, -4.999)  0.05
O (1.596, -1.448, -3.900)  0.16
H (1.896, -3.825, -5.008)  0.30
H (2.790, -3.290, -6.398)  0.42
H (1.088, -2.780, -6.243)  0.37
H (2.512, -0.897, -5.702)  0.31
H (3.480, -1.884, -4.588)  0.29
H (1.814, -0.595, -3.507)  -0.30
C (-0.805, -0.279, 0.487)  0.99
C (0.440, 0.301, -0.116)  1.80
O (0.155, 0.896, -1.389)  0.87
H (-0.603, -0.585, 1.516)  -0.01
H (-1.167, -1.137, -0.077)  -0.51
H (-1.587, 0.480, 0.507)  -0.39
H (1.236, -0.449, -0.242)  -0.91
H (0.909, 1.059, 0.532)  -0.87
H (0.985, 0.929, -1.914)  -0.36
C (0.963, 5.166, 0.333)  -1.15
C (1.840, 4.217, -0.448)  1.08
O (3.178, 4.411, 0.036)  -0.62
H (1.093, 4.986, 1.404)  0.12
H (-0.079, 5.125, 0.027)  0.19
H (1.297, 6.204, 0.236)  0.44
H (1.754, 4.469, -1.511)  0.19
H (1.589, 3.173, -0.252)  -0.50
H (3.788, 3.929, -0.534)  0.25
C (3.101, -3.009, -1.252)  -0.19
C (3.564, -4.198, -0.437)  -0.42
O (4.334, -5.043, -1.283)  -0.54
H (2.547, -2.281, -0.659)  -0.18
H (2.513, -3.348, -2.101)  0.14
H (3.995, -2.499, -1.625)  0.34
H (2.687, -4.735, -0.037)  0.16
H (4.077, -3.879, 0.485)  0.31
H (4.368, -5.926, -0.907)  0.32
C (-4.712, -1.749, 1.615)  -1.20
C (-4.490, -1.320, 0.182)  0.51
O (-4.099, 0.066, 0.192)  -0.47
H (-3.824, -1.606, 2.234)  -0.11
H (-4.932, -2.819, 1.657)  0.43
H (-5.550, -1.187, 2.028)  0.42
H (-5.401, -1.499, -0.399)  0.40
H (-3.674, -1.875, -0.294)  -0.26
H (-3.983, 0.386, -0.715)  0.23
C (-3.957, 2.844, 4.245)  -1.43
C (-3.920, 1.666, 3.307)  0.69
O (-4.743, 1.885, 2.171)  -0.66
H (-3.261, 2.657, 5.070)  0.33
H (-4.949, 2.988, 4.679)  0.37
H (-3.631, 3.788, 3.808)  0.30
H (-4.226, 0.746, 3.820)  0.26
H (-2.875, 1.552, 2.966)  -0.28
H (-4.571, 1.141, 1.546)  0.30
C (-2.183, -1.520, -3.031)  -0.13
C (-1.447, -2.826, -2.729)  0.07
O (-0.629, -3.220, -3.817)  -0.59
H (-1.484, -0.715, -3.254)  -0.14
H (-2.782, -1.254, -2.150)  -0.23
H (-2.904, -1.592, -3.845)  0.46
H (-2.183, -3.602, -2.504)  0.38
H (-0.864, -2.722, -1.803)  -0.15
H (0.136, -2.620, -3.820)  0.21
C (-2.386, 3.340, 0.007)  -0.44
C (-2.384, 3.312, -1.520)  -0.50
O (-2.324, 1.981, -1.997)  -0.58
H (-2.266, 4.335, 0.447)  0.50
H (-1.571, 2.721, 0.394)  -0.15
H (-3.300, 2.912, 0.428)  0.22
H (-1.510, 3.875, -1.888)  0.13
H (-3.240, 3.868, -1.901)  0.50
H (-1.464, 1.614, -1.685)  0.01
C (-1.322, -1.084, 4.821)  -0.41
C (-1.234, -2.555, 5.157)  -0.51
O (-0.034, -3.089, 4.628)  -0.50
H (-0.395, -0.585, 5.113)  0.31
H (-2.154, -0.600, 5.331)  0.39
H (-1.469, -0.924, 3.749)  -0.31
H (-2.106, -3.060, 4.724)  0.26
H (-1.298, -2.663, 6.245)  0.47
H (0.049, -3.984, 4.973)  0.28
C (1.120, 1.903, -4.535)  -0.83
C (2.521, 1.946, -3.978)  -0.31
O (2.573, 1.246, -2.719)  -0.09
H (0.803, 0.867, -4.712)  0.08
H (1.081, 2.372, -5.519)  0.45
H (0.375, 2.337, -3.871)  0.10
H (2.768, 2.993, -3.751)  0.44
H (3.285, 1.565, -4.660)  0.30
H (3.325, 1.594, -2.191)  -0.09
C (-0.171, -3.781, 1.425)  -0.48
C (-1.572, -4.197, 1.809)  0.49
O (-2.214, -4.694, 0.617)  -0.55
H (0.248, -3.052, 2.118)  0.28
H (-0.183, -3.267, 0.461)  -0.33
H (0.506, -4.629, 1.321)  0.48
H (-2.152, -3.326, 2.141)  -0.45
H (-1.559, -4.949, 2.605)  0.32
H (-3.165, -4.725, 0.754)  0.30
C (0.003, 3.362, 3.911)  -1.56
C (0.285, 1.953, 3.476)  1.92
O (1.343, 1.456, 4.338)  -0.67
H (-0.867, 3.789, 3.401)  0.24
H (0.846, 4.009, 3.667)  0.38
H (-0.200, 3.446, 4.979)  0.42
H (0.708, 1.931, 2.468)  -0.64
H (-0.568, 1.285, 3.594)  -0.49
H (1.462, 0.520, 4.142)  0.32

What is the most stable structure shown above? It is iv.